# 1
Here is a molecular structure, C20H12AsF6N2O4SZn from OMol25. Energies are from wB97M-V/def2-TZVPD.

## Properties
**Highest occupied orbital energy (spin up / spin down)**: -9.52 / -9.45 eV
**Charge**: 0
**Spin multiplicity**: 2
**Energy above the lowest of the compared OMol25 structures with the same formula, charge and spin**: 0.1 kcal per mole
**Orbital gap (spin up / spin down)**: 8.5240 / 8.0603 eV

Element x y z (Å)
Zn (0.2898, 0.5111, 0.5981)
O (-2.8026, -2.6144, -0.2621)
C (-1.7785, -1.8147, 0.0137)
O (-1.3142, -1.0171, -0.7661)
C (-1.2268, -2.0039, 1.3901)
C (-1.6752, -2.9232, 2.3135)
C (-1.0640, -2.9355, 3.5656)
C (-0.0504, -2.0394, 3.8490)
C (0.3273, -1.1365, 2.8649)
N (-0.2482, -1.1496, 1.6717)
C (1.4022, -0.0633, 3.0748)
O (2.0524, -0.1092, 4.0979)
O (1.5191, 0.7717, 2.0994)
H (-3.1352, -2.3759, -1.1408)
H (-2.4841, -3.5939, 2.0665)
H (-1.3949, -3.6388, 4.3180)
H (0.4460, -1.9971, 4.8076)
S (2.0920, 0.3821, -3.5781)
C (2.8622, -0.7595, -2.5263)
C (3.8387, -1.7036, -2.8282)
C (4.3126, -2.4898, -1.7983)
C (3.8333, -2.3326, -0.4923)
C (2.8654, -1.3972, -0.1937)
C (2.3677, -0.6088, -1.2306)
N (1.3883, 0.3750, -1.1151)
C (1.1590, 0.9703, -2.2521)
C (0.2071, 2.0674, -2.4029)
C (-0.1422, 2.6269, -3.6386)
C (-1.0425, 3.6769, -3.6891)
C (-1.6172, 4.1830, -2.5261)
C (-1.2968, 3.6419, -1.2811)
C (-0.3912, 2.6251, -1.3003)
H (4.2153, -1.8149, -3.8358)
H (5.0731, -3.2313, -2.0019)
H (4.2374, -2.9481, 0.2997)
H (2.5205, -1.2492, 0.8201)
H (0.2867, 2.2375, -4.5549)
H (-1.3083, 4.1029, -4.6467)
H (-2.3294, 4.9960, -2.5835)
H (-1.7539, 3.9937, -0.3658)
F (-1.4729, 1.4630, 0.8284)
As (-2.9500, 1.5564, 1.9297)
F (-3.3673, -0.0344, 1.3590)
F (-1.9584, 0.8198, 3.1374)
F (-4.3240, 1.6300, 2.9388)
F (-2.3973, 3.1156, 2.3909)
F (-3.7706, 2.2355, 0.5755)


# 2
Here is a molecular structure, C13H32IO2P2SiTb at a distorted geometry from OMol25. Energies are from wB97M-V/def2-TZVPD.

## Properties
**Highest occupied orbital energy (spin up / spin down)**: -14.84 / -14.83 eV
**Charge**: +2
**Spin multiplicity**: 7
**Orbital gap (spin up / spin down)**: 6.9383 / 7.8157 eV

Element x y z (Å)
C (0.0003, 0.2347, -7.9893)
C (0.0066, 0.9265, -6.6380)
H (0.0040, 0.9991, -8.7753)
H (-0.8956, -0.3892, -8.0995)
H (0.8881, -0.4003, -8.1024)
O (0.0175, 2.1096, -6.4556)
I (-0.0051, -0.2881, -4.7474)
Tb (-0.0050, -0.3684, -0.3843)
P (2.6600, 0.2032, -0.2871)
C (3.5489, 1.5227, 0.5885)
C (3.2797, -1.4123, 0.3792)
H (4.3575, -1.5254, 0.2243)
H (4.2623, -0.0060, -2.1406)
H (2.7682, -2.2379, -0.1360)
H (2.6452, -0.6210, -2.5994)
H (3.2720, 1.5308, 1.6620)
H (3.0631, -1.4760, 1.4567)
C (3.1819, 0.1724, -2.0542)
H (4.6469, 1.4237, 0.5189)
H (2.9328, 1.1338, -2.5301)
H (3.2601, 2.5047, 0.1639)
P (-2.6590, 0.2526, -0.2834)
C (-3.5224, 1.5900, 0.5908)
C (-3.1837, 0.2283, -2.0498)
H (-2.8135, -2.1859, -0.1286)
H (-4.3878, -1.4421, 0.2350)
H (-3.0893, -1.4164, 1.4638)
C (-3.3076, -1.3498, 0.3868)
H (-2.6610, -0.5743, -2.5946)
H (-4.2671, 0.0676, -2.1345)
H (-4.6221, 1.5126, 0.5205)
H (-3.2140, 2.5658, 0.1655)
H (-2.9196, 1.1852, -2.5272)
H (-3.2460, 1.5934, 1.6645)
C (0.0156, 1.7477, 0.6964)
O (0.0252, 2.7727, 1.2319)
C (-1.5184, 0.4424, 3.7732)
Si (-0.0019, -0.6344, 3.4586)
C (1.5324, 0.4181, 3.7702)
C (-0.0113, -2.0882, 4.6658)
C (-0.0123, -1.3689, 1.7255)
H (-1.4585, 0.6927, 4.8428)
H (-2.4679, -0.0865, 3.5947)
H (-1.5307, 1.3811, 3.2045)
H (1.4791, 0.6671, 4.8405)
H (2.4735, -0.1242, 3.5883)
H (1.5573, 1.3580, 3.2037)
H (-0.9036, -2.7155, 4.5412)
H (0.8708, -2.7292, 4.5391)
H (-0.0069, -1.6865, 5.6871)
H (-0.8980, -2.0460, 1.6370)
H (0.8593, -2.0639, 1.6365)